A molecular structure, C14H37BrN3O4Sr at a distorted geometry, computed with ωB97M-V/def2-TZVPD.

Calculated values
- Net charge: +1
- LUMO: -2.5 eV

Geometry (Å):
H (-3.74, 2.34, 2.09)
H (-4.15, -4.00, 2.23)
H (-1.58, -4.32, -0.22)
H (0.52, 1.23, -3.90)
O (2.83, 0.71, -1.17)
C (-0.10, 1.13, -3.01)
H (-3.56, 3.01, 0.58)
N (-0.31, -1.96, -0.14)
H (-2.27, -0.52, 1.60)
H (0.81, -3.48, 0.65)
C (2.28, 3.16, -0.92)
C (-1.24, -4.07, 0.79)
H (-4.21, 1.32, 0.69)
H (1.60, 3.00, -1.77)
H (-2.52, 0.56, 2.93)
H (2.24, 3.20, 1.00)
H (-1.06, 0.99, -3.53)
H (0.77, -1.38, -3.38)
H (3.16, -1.25, -1.71)
H (0.46, -0.96, 4.02)
C (0.09, -1.27, -2.54)
C (3.71, -0.31, -1.70)
H (-3.13, -5.40, 1.99)
H (-0.85, -5.00, 1.20)
Br (2.96, -0.43, 2.19)
C (0.34, -2.31, -1.44)
C (-1.87, 0.38, 2.07)
H (0.00, -3.27, -1.83)
H (2.31, 5.26, -1.57)
N (-1.72, 1.13, -0.24)
H (3.89, 4.63, -1.32)
H (-1.51, 2.43, 1.40)
H (2.93, 5.01, 0.12)
H (-2.23, 0.33, -0.59)
H (-0.82, 0.16, 4.52)
Sr (0.82, 0.51, 0.31)
C (-0.16, -3.02, 0.81)
O (0.25, 0.11, -2.08)
H (3.89, 2.33, -2.09)
H (-0.11, -2.58, 1.80)
H (-0.95, -1.46, -2.82)
O (-0.50, 0.26, 2.48)
H (-1.92, 1.90, -0.86)
C (2.88, 4.62, -0.90)
H (-0.08, 2.11, -2.53)
H (-3.86, -4.64, 0.61)
H (-1.17, -1.37, 3.70)
N (1.57, 2.91, 0.30)
C (-3.49, 2.04, 1.07)
C (-3.39, -4.43, 1.57)
C (-0.49, -0.51, 3.72)
H (1.42, -2.45, -1.32)
H (3.79, -0.09, -2.76)
H (4.12, 2.26, -0.42)
H (0.98, 3.72, 0.37)
O (-2.27, -3.57, 1.53)
C (-2.10, 1.56, 1.12)
H (4.69, -0.33, -1.22)
H (-1.30, -2.02, -0.32)
C (3.37, 2.06, -1.18)